1.
This record from OMol25 describes C4H6Cl2 in the gas phase in a non-equilibrium geometry. The level of theory is ωB97M-V/def2-TZVPD.

CARTESIAN COORDINATES (ANGSTROEM)
Cl -1.693 0.013 0.307
Cl 0.394 1.884 0.367
C -0.183 0.412 -0.409
C 0.703 -2.100 -0.902
C 0.925 -0.613 -0.541
C 1.340 -1.697 0.421
H 2.354 -1.889 0.649
H 0.691 -1.830 1.296
H 1.285 -2.488 -1.754
H -0.265 -2.519 -0.671
H 1.801 -0.219 -1.031
H -0.492 0.696 -1.366

Cartesian forces (eV/Å) of the 2 atoms listed first:
-1.054 -1.218 0.948
0.601 0.573 0.295

Computed properties:
Structure (SMILES): ClC(Cl)C1CC1
Max |F|, Eh/bohr: 0.036
Energy relative to the best compared isomer or geometry (same formula, charge and spin), kJ/mol: 71.3
Orbital gap, eV: 11.55
E_tot, hartree: -1076.35498
Multiplicity: 1



2.
This record from OMol25 describes C17H35BrO13S as an isolated structure in a non-equilibrium geometry. The level of theory is ωB97M-V/def2-TZVPD.

CARTESIAN COORDINATES (ANGSTROEM)
Br 0.620 0.407 -6.547
S -1.601 3.595 -7.154
O 0.812 -2.478 5.362
O 2.743 3.930 -5.934
O 0.091 -5.332 4.472
O -0.128 4.297 -7.126
O 0.599 2.540 -4.640
O -1.263 2.443 -6.024
O 1.211 -4.594 7.554
O -1.950 0.685 1.829
O 4.400 3.873 -4.544
O -3.814 2.019 -0.624
O -0.773 1.618 -0.850
O -1.955 3.039 -8.408
O -2.663 4.379 -6.655
C 2.312 -4.744 8.424
C 0.838 -4.351 3.767
C 0.712 3.147 -7.001
C -1.686 -0.518 2.520
C 1.611 -3.473 4.731
C 4.042 3.636 -5.629
C -0.931 2.325 0.378
C -0.774 1.449 1.605
C 2.234 3.326 -7.130
C 0.601 -3.316 7.666
C 5.070 3.075 -6.615
C -4.582 3.152 -0.974
C -3.070 1.512 -1.721
C -1.844 0.765 -1.232
C -0.085 -2.935 6.370
C 0.137 2.232 -5.876
C -1.039 -5.771 3.750
H -1.288 -0.312 3.520
H 2.633 2.333 -7.353
H 5.717 2.407 -6.029
H -0.736 -2.081 6.579
H 1.346 -2.554 7.921
H -5.340 2.892 -1.720
H -1.703 -4.930 3.521
H -2.093 0.055 -0.443
H 0.516 1.776 -4.044
H 0.173 -3.725 3.160
H 2.386 4.051 -7.950
H -3.940 3.953 -1.355
H -0.738 -6.273 2.824
H 1.540 -4.877 3.107
H -3.720 0.823 -2.277
H 3.075 -3.986 8.216
H -0.121 3.059 0.390
H -1.584 -6.477 4.375
H -0.616 2.084 2.487
H 2.351 -2.916 4.150
H 2.748 -5.727 8.250
H 0.094 0.793 1.475
H -0.980 -1.139 1.956
H -2.758 2.327 -2.384
H -5.079 3.511 -0.074
H -0.145 -3.374 8.470
H 5.731 3.840 -7.046
H 0.500 2.538 -7.903
H -0.724 -3.737 5.998
H 1.993 -4.676 9.470
H -1.867 2.884 0.396
H -1.448 0.184 -2.071
H -2.623 -1.064 2.616
H 4.666 2.469 -7.437
H 2.160 -4.065 5.464

Cartesian forces (eV/Å) of the 2 atoms listed first:
-0.305 0.114 0.826
-1.794 0.188 0.355

Computed properties:
Max |F|, Eh/bohr: 0.059
Orbital gap, eV: 9.34
E_tot, hartree: -4618.88849
Multiplicity: 1



3.
This record from OMol25 describes C2H5O5P in the gas phase in a non-equilibrium geometry. The level of theory is ωB97M-V/def2-TZVPD.

CARTESIAN COORDINATES (ANGSTROEM)
P -1.040 -0.098 -0.701
O 1.489 0.778 -0.373
O 1.850 -0.783 1.230
O -0.656 -1.615 -0.403
O -2.424 0.257 0.031
O -1.138 0.196 -2.124
C 2.133 -0.265 0.179
C 0.179 0.987 0.121
H -2.364 0.173 0.988
H 2.953 -0.624 -0.441
H -0.118 1.986 -0.161
H 0.114 0.920 1.203
H -0.980 -1.913 0.451

Cartesian forces (eV/Å) of the 2 atoms listed first:
-0.112 0.752 -1.182
0.179 -0.560 -0.208

Computed properties:
Structure (SMILES): O=COCP(=O)(O)O
Max |F|, Eh/bohr: 0.027
Energy relative to the best compared isomer or geometry (same formula, charge and spin), kJ/mol: 0.0
Orbital gap, eV: 10.84
E_tot, hartree: -796.85090
Multiplicity: 1



4.
This record from OMol25 describes a 2-piece molecular cluster, C7H12O overall in a non-equilibrium geometry. The level of theory is ωB97M-V/def2-TZVPD.

CARTESIAN COORDINATES (ANGSTROEM)
O 2.943 0.588 4.944
C 0.155 -0.818 -1.410
C 0.280 2.121 -0.526
C -0.923 -0.056 -1.221
C -2.050 1.627 0.079
C -0.911 1.204 -0.468
C -0.568 -3.179 -1.423
C 0.172 -2.191 -1.918
H 3.161 -0.342 4.967
H 0.754 2.264 0.410
H 1.046 1.789 -1.222
H -1.400 -2.974 -0.762
H -0.528 -4.212 -1.751
H 1.003 -2.464 -2.567
H -2.926 0.998 0.193
H -0.040 3.121 -0.825
H -1.826 -0.418 -1.704
H 1.147 -0.472 -1.170
H -2.201 2.593 0.525
H 2.710 0.820 5.851

Cartesian forces (eV/Å) of the 2 atoms listed first:
-0.117 0.388 0.164
0.047 -0.096 -0.276

Computed properties:
Structure (SMILES): C=C/C=C/C(=C)C.O
Max |F|, Eh/bohr: 0.026
Energy relative to the best compared isomer or geometry (same formula, charge and spin), kJ/mol: 178.7
Orbital gap, eV: 9.30
E_tot, hartree: -349.08060
Multiplicity: 1



5.
This record from OMol25 describes C34H24IrN8O5S as an isolated structure in a non-equilibrium geometry. The level of theory is ωB97M-V/def2-TZVPD.

CARTESIAN COORDINATES (ANGSTROEM)
Ir -0.194 0.144 -0.166
S -3.226 -0.458 -3.680
O -0.250 -2.097 -0.904
O -1.569 -8.818 -0.943
O -0.431 -8.920 -2.770
O -0.955 -1.368 1.960
O -0.927 -2.100 -3.037
N -0.973 -8.337 -1.870
N 1.858 -0.802 0.546
N -1.215 2.355 -0.362
N -2.102 -0.242 -1.364
N 1.329 1.776 0.224
N 4.358 -1.764 1.072
N -2.015 4.882 -1.038
N 5.243 6.612 3.465
C -0.702 -4.152 -1.938
C -0.803 -0.220 1.715
C 2.065 -2.100 0.682
C -1.403 -4.756 -0.906
C -5.110 -1.785 0.147
C -5.404 -1.485 -2.229
C -0.610 -2.615 -1.971
C 4.979 4.403 2.733
C -0.187 -6.260 -2.926
C -0.337 3.385 -0.311
C -5.896 -1.889 -1.008
C 4.179 7.005 2.813
C -0.102 -4.878 -2.951
C -1.896 -0.082 -2.643
C -2.484 2.615 -0.651
C 0.990 3.093 0.170
C 5.661 5.373 3.452
C -4.114 -0.972 -2.285
C -0.781 4.667 -0.693
C 1.819 4.084 0.670
C 3.048 3.771 1.268
C 3.437 6.108 2.065
C 3.333 -2.593 0.966
C -3.329 -0.810 -1.117
C 2.885 0.052 0.724
C 3.831 4.762 2.007
C 3.435 2.421 1.188
C 2.572 1.465 0.684
C -0.889 -6.868 -1.898
C 4.170 -0.480 0.963
C -1.501 -6.138 -0.892
C -3.847 -1.229 0.108
C -0.974 0.960 2.614
C -2.900 3.893 -0.990
H -1.467 1.787 2.111
H -6.894 -2.292 -0.947
H -5.988 -1.569 -3.130
H 5.049 0.147 1.035
H 3.905 8.048 2.886
H 2.575 6.481 1.541
H 0.008 1.293 2.950
H -1.864 -4.170 -0.125
H 0.276 -6.861 -3.693
H -1.029 0.408 -3.054
H 0.419 -4.371 -3.748
H 5.355 3.394 2.759
H -2.034 -6.649 -0.105
H 1.470 5.100 0.637
H 1.218 -2.756 0.551
H 3.528 -3.645 1.090
H -3.253 -1.141 1.002
H -0.108 5.509 -0.750
H -5.503 -2.141 1.087
H -3.924 4.124 -1.241
H -1.556 0.658 3.484
H 6.549 5.140 4.025
H -3.190 1.799 -0.607
H 4.397 2.103 1.550

Cartesian forces (eV/Å) of the 2 atoms listed first:
-1.026 -2.840 -2.624
0.493 0.454 0.534

Computed properties:
Max |F|, Eh/bohr: 0.101
Energy relative to the best compared isomer or geometry (same formula, charge and spin), kJ/mol: 354.9
Orbital gap (alpha / beta), eV: 5.01 / 5.95
E_tot, hartree: -2626.10877
Multiplicity: 2
<S²>: 0.89
Charge: +2



6.
This record from OMol25 describes a 2-piece molecular cluster, C2H7N3 overall in a non-equilibrium geometry. The level of theory is ωB97M-V/def2-TZVPD.

CARTESIAN COORDINATES (ANGSTROEM)
N 2.378 -0.697 0.269
N -0.313 0.956 -1.508
N -2.200 1.205 -0.057
C -0.887 0.692 -0.328
C 1.849 -1.575 1.033
H 1.846 -1.248 2.104
H 2.581 -0.967 -0.686
H 1.211 -2.480 0.785
H -2.779 0.739 0.623
H -0.664 1.931 -1.806
H -0.457 0.149 0.507
H -2.566 1.295 -0.934

Cartesian forces (eV/Å) of the 2 atoms listed first:
0.695 -1.189 1.060
-0.626 1.142 3.733

Computed properties:
Structure (SMILES): [H]/N=C\N.C=N
Max |F|, Eh/bohr: 0.077
Energy relative to the best compared isomer or geometry (same formula, charge and spin), kJ/mol: 238.3
Orbital gap, eV: 10.05
E_tot, hartree: -244.58461
Multiplicity: 1



Among the records above, which one has the highest multiplicity? C34H24IrN8O5S